Molecular formula: C4H9NO2
Method: DFT, the ωB97M-V functional and the def2-TZVPD basis

```
16
Properties=species:S:1:pos:R:3
O -0.3783 2.2306 0.7253
O 1.7977 1.4913 1.0709
N -1.1726 -0.2017 -0.0418
C 0.6249 1.3059 0.9241
C -1.0577 0.0744 -1.5107
C 1.1327 -1.0818 0.3876
C 0.0106 -0.1252 0.8030
H -1.4057 -1.2114 0.0275
H 0.7976 -2.1249 0.5380
H -1.7330 0.8292 -1.9480
H 0.0354 0.2059 -1.6440
H -1.2187 -0.9026 -1.9571
H -0.3942 -0.3075 1.8054
H -0.6981 1.8992 -0.1186
H 1.8944 -0.8367 -0.3866
H 1.7650 -1.2448 1.3249
```

Computed properties:
Highest occupied orbital energy (alpha / beta)   -15.4 / -15.4 eV
Multiplicity   2
LUMO level (alpha / beta)   -3.82 / -9.14 eV
Charge   +1

Molecular formula: C3H7NSi
Method: DFT, the ωB97M-V functional and the def2-TZVPD basis

```
12
Properties=species:S:1:pos:R:3
Si 1.6271 -0.7674 -0.1303
N 4.2181 0.7737 0.1227
C 0.2854 0.7432 0.1100
C -1.1717 0.4286 0.4688
C 3.2700 0.1180 0.1224
H -1.1884 -0.3195 1.3372
H 0.7297 1.3772 0.8023
H 1.3096 -1.7962 0.9763
H -1.6333 1.3744 0.7103
H 2.3343 -2.1638 -1.9499
H 0.2203 1.3197 -0.7853
H -1.5324 0.0174 -0.3612
```

Computed properties:
Highest occupied orbital energy   -10.0 eV
LUMO level   -1.18 eV
Charge   0

Molecular formula: C35H43AlN5S2Sb
Method: DFT, the ωB97M-V functional and the def2-TZVPD basis

```
87
Properties=species:S:1:pos:R:3
Sb -1.3923 -0.4918 -0.6717
S 1.5503 -1.2936 2.3353
S 4.1072 0.9510 -2.1321
Al 0.8937 0.4320 0.9184
N 2.7226 -2.6707 0.2480
N 1.8467 -0.3431 -2.2212
N 3.4129 1.6554 0.2645
N 4.1318 -2.1935 1.8965
N 2.4142 0.8417 -0.2096
C -2.0511 3.7655 0.3024
C -3.7557 -1.1595 1.2377
C 1.0398 3.6821 0.1783
C -0.8677 -3.6325 -1.6701
C -4.3903 -0.9566 -2.0452
C -3.0297 2.1726 2.8074
C -0.4242 -2.8210 -4.2652
C 4.8425 -3.1368 1.0258
C -0.8963 -2.3182 -1.9713
C -0.4524 -4.2000 -4.0192
C 0.2164 2.8538 1.0867
C 0.7280 2.0500 2.2290
C -0.5154 0.8138 4.1796
C -0.7338 -1.9016 -3.3276
C -3.2428 -0.1041 -1.9132
C -3.2448 1.0910 -2.7021
C -5.4553 -0.5890 -2.8863
C -0.4677 1.6737 2.9350
C 3.9539 -3.3173 -0.2002
C 4.4134 1.7414 -0.5500
C -0.6852 -4.6046 -2.6896
C 5.5585 2.6458 -0.3823
C 2.8051 -2.0353 1.4889
C -4.3477 -1.8427 2.2610
C -2.4907 -1.6269 0.8618
C 2.6385 0.4080 -1.4633
C -1.6540 2.1104 2.2781
C -2.4880 -3.2647 2.5721
C -1.8228 -2.6557 1.4699
C -4.3844 1.4566 -3.4885
C 1.9462 2.5783 3.0168
C 5.4597 3.8832 -1.2819
C -3.7529 -2.9234 2.8835
C -1.2198 2.8194 1.1510
C -5.4764 0.5909 -3.5464
H -3.4777 1.1497 2.5840
H 4.9813 -4.1796 1.4118
H 3.8607 -4.3700 -0.5092
H -0.4452 -4.9532 -4.8746
H 5.9515 3.8074 -2.2455
H -5.3345 -1.4532 2.4961
H -0.2084 -2.5334 -5.3311
H 4.4486 3.9694 -1.4888
H 5.9963 4.7547 -0.7657
H 0.3275 0.1805 4.2927
H 0.9039 -0.5848 -1.9373
H 4.4223 -2.0064 2.8334
H -4.4209 2.3720 -4.0659
H -0.7680 -0.8263 -3.6653
H -3.5467 3.0188 2.4117
H -2.2393 3.6412 -0.8268
H 0.3821 4.4427 -0.2528
H -0.7667 -5.6479 -2.4676
H 5.8433 -2.8048 0.8526
H -6.3331 0.8265 -4.1884
H -0.6181 1.5513 4.9995
H 1.9430 3.6824 2.9874
H -4.2815 -1.9080 -1.5574
H 1.8661 -2.6441 -0.2890
H 1.9629 4.0923 0.6343
H -2.3888 1.7603 -2.7805
H -1.4772 0.2586 4.2195
H 2.8765 2.2739 2.4385
H -0.7898 -2.8811 1.2297
H -2.9221 2.1646 3.9139
H 6.5264 2.1130 -0.6136
H -4.4038 -3.4389 3.5930
H -1.6802 4.8194 0.2796
H -2.0467 -4.1170 3.0846
H 4.3256 -2.8280 -1.1359
H 1.4241 3.1608 -0.7332
H -3.0931 3.7859 0.7052
H -4.2783 -0.3393 0.6833
H -6.4102 -1.1281 -2.8819
H 2.1136 -0.5630 -3.1476
H 1.8839 2.2165 4.0750
H -1.0705 -4.0024 -0.6204
H 5.5209 3.0335 0.6622
```

Computed properties:
Highest occupied orbital energy   -12.0 eV
LUMO level   -6.39 eV
Charge   +2

Molecular formula: C14H50O11
Method: DFT, the ωB97M-V functional and the def2-TZVPD basis

```
75
Properties=species:S:1:pos:R:3
O -0.7524 -0.4265 2.4719
O 2.9396 -4.7882 1.8237
O 0.4150 1.2956 -1.8565
O -3.1718 1.3576 -0.8410
O -1.7913 2.7215 -2.5256
O 4.5770 -3.5524 -0.0437
O 2.0023 0.5844 3.3046
O -0.8719 2.3008 3.0767
O -2.2881 -1.6560 -4.1258
O 1.4260 -0.6658 -3.2107
O -1.9769 -2.9681 -0.7544
C 2.1258 -2.6711 2.0918
C -0.7878 3.5466 2.4662
C 2.3524 -3.9541 2.7798
C -2.9058 1.8697 0.4096
C -0.8990 -2.0730 -1.0301
C 1.7787 0.2351 -0.2825
C -2.1496 -0.2862 -3.7158
C 4.3343 -2.2445 -0.5401
C -1.9091 4.1079 -2.2408
C -4.2228 2.2364 1.1464
C 2.6821 1.7474 2.8473
C 0.7847 1.3263 -0.5160
C 1.1460 -0.5073 -4.5775
C -1.3703 -1.6393 2.3215
H 2.0871 0.1601 0.7288
H -0.3629 4.2959 3.1735
H 1.2684 2.3573 -0.3022
H -0.1771 3.4818 1.5706
H 2.6442 0.3379 -0.9570
H 3.7673 -3.9431 0.3205
H -2.3637 2.8069 0.2557
H 5.1329 -2.0026 -1.2203
H 1.6513 -2.7931 1.1131
H -1.6138 -3.8625 -0.6177
H -3.9040 2.8127 2.0391
H -2.5675 2.3692 -2.0711
H 1.1971 0.1351 -2.7475
H 1.4029 -4.3630 3.0753
H -4.8323 2.9944 0.6058
H -1.4938 -2.1288 3.2901
H 3.0700 -2.2268 1.9924
H -3.6775 0.5468 -0.6938
H -2.9589 4.3377 -2.3001
H -1.7967 3.8606 2.2751
H 2.0453 -0.8562 -5.1380
H -0.6787 -2.3087 1.7955
H 3.4443 1.5260 2.0976
H -0.5653 -2.2312 -2.0417
H -1.6121 4.3117 -1.2042
H -0.1489 1.2489 0.0894
H 3.0920 2.2681 3.7265
H -1.2882 4.7008 -2.8731
H -4.8568 1.4334 1.5578
H -0.3654 1.8173 -1.9311
H -1.4364 2.3169 3.8222
H 3.0268 -3.9694 3.6001
H 1.0241 0.5234 -4.7955
H 1.2526 0.4339 2.7226
H -1.9019 0.4299 -4.4259
H 1.5338 -2.0832 2.7330
H 3.3582 -2.2791 -0.9630
H -3.0890 -0.0800 -3.2745
H -1.4571 0.1156 2.8771
H 3.2115 -5.6255 2.2798
H -1.4521 -0.3132 -2.9288
H 0.2383 -1.0907 -4.9876
H 1.9280 2.3353 2.4743
H 4.3039 -1.5033 0.2279
H -2.2466 1.2029 0.9972
H -3.1800 -1.7960 -4.4142
H -0.0820 -2.2989 -0.3088
H 1.3757 -0.7395 -0.4993
H -2.2330 -1.5608 1.6379
H -1.1809 -1.0020 -0.8623
```

Computed properties:
SMILES string   CCO.CCO.CCO.CO.CO.CO.CO.CO.CO.CO.CO
Highest occupied orbital energy   -9.1 eV
LUMO level   0.12 eV
Charge   0

Molecular formula: H2NO4PS2
Method: DFT, the ωB97M-V functional and the def2-TZVPD basis

```
10
Properties=species:S:1:pos:R:3
S 0.5573 -1.5762 0.2462
S -1.7994 0.1089 0.1051
P 1.0026 0.4831 0.3284
O -1.7739 0.0562 -1.3250
O 2.0039 0.9950 1.2566
O -0.4939 0.9960 0.6267
O 1.2590 0.9140 -1.1858
N -1.1049 -1.3534 0.7230
H -1.6234 -2.1771 0.4498
H 1.9727 1.5535 -1.2252
```

Computed properties:
Highest occupied orbital energy   -9.6 eV
LUMO level   -0.07 eV
Charge   0

Molecular formula: C8H13NO2
Method: DFT, the ωB97M-V functional and the def2-TZVPD basis

```
24
Properties=species:S:1:pos:R:3
O 2.5291 -2.9468 0.5619
O -1.6373 -2.1327 0.8490
N 2.2900 -2.4837 -0.7594
C -1.3288 -0.9661 0.7179
C -3.6045 -0.1641 0.1556
C 3.0219 1.8440 0.7885
C 2.3343 0.0834 -0.7130
C -4.5275 0.8090 -0.4522
C 2.4559 1.5267 -0.6109
C -2.3029 0.0420 0.2910
C 2.3017 -1.1084 -0.8648
H -0.3529 -0.5609 1.1335
H -4.1176 -1.1762 0.4712
H 3.5695 0.9808 1.0823
H -5.1726 1.2365 0.3492
H -5.2172 0.2817 -1.2294
H -1.8595 0.9850 -0.1654
H 3.1692 1.9612 -1.2062
H -4.0704 1.6747 -0.9787
H 3.0351 -2.9035 -1.3082
H 1.4597 1.9183 -0.8968
H 3.8944 2.6716 0.6774
H 1.9095 -3.7925 0.6860
H 2.2208 2.2199 1.4214
```

Computed properties:
SMILES string   C/C=C/C=O.CCC#CNO
Highest occupied orbital energy   -8.5 eV
LUMO level   0.43 eV
Charge   0

Q: Which formula does entry 2 have?
A: C3H7NSi

Q: Which value of charge does entry 1 give?
A: +1